1.
Formula: C4H9BO2
Source: OMol25
Level of theory: ωB97M-V/def2-TZVPD

highest occupied orbital energy	-9.875	eV

Each line ends with the Mulliken charge.
CARTESIAN COORDINATES (ANGSTROEM)
H: -0.96303 -0.27884 1.62926  0.19
H: -1.98521 -0.11076 -0.57622  0.32
H: 1.42224 1.04984 2.11059  0.31
C: 0.79278 1.14964 1.21898  -1.03
O: 0.34650 -1.06583 0.30257  -0.62
H: 0.52494 2.23229 1.46994  0.30
H: -1.99250 1.55457 0.25542  0.38
H: 1.67241 -2.10077 -1.03633  -0.06
H: -0.86915 1.42624 -0.91449  0.26
C: -0.17221 -1.93500 -1.41798  0.53
B: 1.02020 -1.10152 -1.08468  0.27
C: -0.26992 0.16232 0.84460  0.64
C: -1.34430 0.69122 -0.12592  -1.27
H: 1.38009 -0.13770 -1.70557  -0.10
H: 1.53736 1.05337 0.33909  0.18
O: -1.10018 -2.58908 -1.30926  -0.30

2.
Formula: C4H9BO2
Source: OMol25
Level of theory: ωB97M-V/def2-TZVPD

highest occupied orbital energy	-10.003	eV

Each line ends with the Mulliken charge.
CARTESIAN COORDINATES (ANGSTROEM)
H: -2.82496 -1.71985 1.06135  0.21
H: -0.47031 1.82750 0.12198  0.34
H: 1.47367 -1.79182 -0.35343  0.29
H: 0.96859 2.83698 -2.28813  -0.14
C: -0.74636 -1.46170 0.96142  -0.01
H: -0.52182 -2.49813 0.58689  0.21
C: 0.54846 -0.63832 1.03720  0.06
H: -2.14567 -0.06953 1.69871  0.27
O: -0.09060 2.45541 -0.53388  -0.55
O: 0.31719 0.91048 -2.31678  -0.67
H: 0.28381 0.15119 -1.72858  0.33
H: 0.58598 0.22825 1.77990  0.37
C: 1.53132 -0.85568 0.20742  -1.00
B: 0.44858 2.09655 -1.66568  0.71
C: -1.93445 -1.02367 1.23104  -0.67
H: 2.57657 -0.44766 0.20057  0.27

Tell me which of them is the most stable. Sure, it is 2.

1.
Formula: CH2N2O2S
Source: OMol25
Level of theory: ωB97M-V/def2-TZVPD

highest occupied orbital energy (spin up / spin down)	-4.649 / -12.921	eV
2S+1	3

Each line ends with the Mulliken charge.
CARTESIAN COORDINATES (ANGSTROEM)
N: 0.57649 -2.30152 0.40791  -0.09
H: -2.30175 -1.02664 0.11615  0.07
N: 1.35527 -1.63841 0.00117  0.09
S: -1.70895 0.18622 0.16308  -0.18
C: 1.49119 1.53118 0.12066  0.72
O: 1.44704 1.27820 1.24964  -0.37
O: 1.46697 1.72993 -1.02575  -0.36
H: -2.32626 0.24104 -1.03286  0.12

2.
Formula: CH2N2O2S
Source: OMol25
Level of theory: ωB97M-V/def2-TZVPD

highest occupied orbital energy (spin up / spin down)	-8.510 / -10.095	eV
2S+1	3

Each line ends with the Mulliken charge.
CARTESIAN COORDINATES (ANGSTROEM)
O: 2.20286 -1.70436 0.75299  -0.21
C: -0.97863 0.03148 0.52543  0.37
N: -1.47779 -0.74250 1.22216  -0.42
N: -1.26618 0.98250 -0.31002  -0.45
H: -0.52113 1.30343 -0.89773  0.27
S: 2.42687 -0.92693 -0.37585  0.54
H: -1.57132 1.84563 0.08666  0.27
O: 1.18532 -0.78925 -1.00364  -0.37

Tell me which of them is the most stable. Sure, it is 1.

1.
Formula: C2H15NO4
Source: OMol25
Level of theory: ωB97M-V/def2-TZVPD

total charge	+1
highest occupied orbital energy (spin up / spin down)	-14.753 / -14.753	eV
2S+1	2

Each line ends with the Mulliken charge.
CARTESIAN COORDINATES (ANGSTROEM)
H: 0.27712 -2.30430 -1.03084  0.33
H: 0.31500 0.03138 3.00293  0.33
H: -0.45153 3.88763 1.43873  0.33
H: -3.83113 -2.66233 0.00666  0.31
H: -2.98917 -2.87628 -1.21998  0.29
H: -1.02904 -0.47319 -0.06238  0.30
H: 2.53113 -1.59181 -0.56372  0.39
H: 2.32603 -0.06766 -1.55699  0.38
H: 2.29028 -1.68889 -2.21432  0.36
C: 0.47571 -1.22994 -1.21227  -0.28
O: 1.17757 1.93911 -0.29198  -0.51
H: 0.50640 2.60265 -0.10182  0.34
O: 1.14788 0.32094 2.66162  -0.64
N: -0.02090 -0.36610 -0.15803  -0.30
H: 0.46553 -0.63748 0.70780  0.32
C: 1.98847 -1.07902 -1.35316  -1.26
H: -2.03329 3.84384 1.21663  0.33
H: -0.11921 -1.03217 -2.10804  0.41
O: -3.86574 -3.00044 -0.87354  -0.59
O: -1.18811 4.11456 0.84833  -0.65
H: 0.69308 1.09529 -0.18062  0.49
H: 1.33392 1.17422 3.04500  0.32

2.
Formula: C2H15NO4
Source: OMol25
Level of theory: ωB97M-V/def2-TZVPD

total charge	+1
highest occupied orbital energy (spin up / spin down)	-14.591 / -14.591	eV
2S+1	2

Each line ends with the Mulliken charge.
CARTESIAN COORDINATES (ANGSTROEM)
H: -0.81243 -2.10382 -0.19400  0.40
O: -1.42792 2.70246 -1.73142  -0.64
H: -0.59902 0.61523 -0.06338  0.46
H: -0.27327 -1.03824 1.14328  0.36
H: 1.81536 -1.42850 -1.01462  0.33
H: -3.32195 -1.01562 0.99757  0.31
C: 1.40022 -1.72158 -0.05309  -1.14
H: 1.99104 -1.07685 0.61120  0.32
H: -1.72247 2.12180 -2.45119  0.32
H: 2.04949 1.84031 2.30382  0.30
H: -1.02100 -0.23952 -1.44596  0.29
O: -3.04344 -1.78980 1.45379  -0.62
H: 1.09176 1.05968 -1.25469  0.28
H: 1.75600 0.97886 -2.63128  0.35
O: 1.42552 1.97728 3.01706  -0.63
H: 1.65061 -2.72798 0.26057  0.35
H: 1.93327 1.59582 3.72006  0.33
C: -0.09284 -1.33696 0.10952  -0.25
H: -3.82992 -2.32085 1.57629  0.32
O: 1.81028 1.45688 -1.79653  -0.57
H: -0.45269 2.60332 -1.85480  0.36
N: -0.32661 -0.15190 -0.70220  -0.25

Tell me which of them is the most stable. Sure, it is 2.

1.
Formula: C4H10BrP
Source: OMol25
Level of theory: ωB97M-V/def2-TZVPD

highest occupied orbital energy	-8.759	eV

Each line ends with the Mulliken charge.
CARTESIAN COORDINATES (ANGSTROEM)
H: 0.38802 2.03006 0.67456  0.31
C: -1.17265 -0.96443 -0.12443  -1.55
H: -1.16942 -1.63723 -0.99496  0.41
H: 0.39414 -0.48216 -2.20326  0.43
C: 0.01199 -0.07069 -0.08033  0.96
H: -1.17498 -1.51161 0.87712  0.41
P: 1.54384 -1.13358 0.20549  0.03
Br: 3.08160 0.35313 0.30120  -0.13
H: -2.13783 -0.30018 -0.04313  0.33
C: 0.13873 0.45478 -1.59266  -1.43
H: 1.40249 -1.58042 2.40075  -0.02
H: -0.83077 0.91303 -1.91345  0.32
H: -1.27329 1.09229 1.04606  0.36
H: 0.87953 1.25961 -1.58710  0.44
H: 0.12114 0.54035 2.02062  0.29
C: -0.20254 1.03703 1.01350  -1.17

2.
Formula: C4H10BrP
Source: OMol25
Level of theory: ωB97M-V/def2-TZVPD

highest occupied orbital energy (spin up / spin down)	-8.738 / -8.199	eV

Each line ends with the Mulliken charge.
CARTESIAN COORDINATES (ANGSTROEM)
H: 1.87721 0.26340 0.32440  0.39
H: -0.64467 0.63558 -2.32712  0.37
H: 0.51472 -1.79572 0.56239  0.42
C: -0.12092 -0.92319 0.71242  -1.25
H: 0.19659 -0.74491 1.96760  -0.35
P: -1.59929 1.37374 0.29911  0.11
C: -0.02669 0.32059 -0.17376  1.15
H: -1.12880 -1.36216 0.72048  0.43
H: 1.59077 1.59585 -1.01164  0.29
H: 1.15933 1.88525 0.64142  0.39
C: -0.25807 -0.16587 -1.62481  -1.42
H: 0.63856 -0.74176 -1.89695  0.39
Br: -3.03614 -0.24629 0.47345  -0.19
C: 1.24111 1.05230 -0.06239  -1.45
H: -1.11053 -0.78517 -1.58728  0.47
H: 0.70683 -0.36165 2.98269  0.28

Tell me which of them is the most stable. Sure, it is 1.

1.
Formula: C2H4N3O
Source: OMol25
Level of theory: ωB97M-V/def2-TZVPD

total charge	+1
highest occupied orbital energy	-17.533	eV

Each line ends with the Mulliken charge.
CARTESIAN COORDINATES (ANGSTROEM)
N: -0.85866 -1.01168 0.21154  0.70
H: 1.63171 -1.03293 -0.95480  0.34
O: -2.01034 -1.08284 0.23665  -0.29
N: -2.35910 1.12450 -0.02596  -0.33
H: 1.97690 0.37346 0.26712  0.30
C: 1.44852 -0.55736 0.02957  -0.63
C: -1.31956 1.53348 -0.28983  0.24
H: 1.76781 -1.15911 0.78983  0.34
H: -0.35674 2.15669 -0.38226  0.27
N: 0.07945 -0.34421 0.11814  0.06

2.
Formula: C2H4N3O
Source: OMol25
Level of theory: ωB97M-V/def2-TZVPD

total charge	+1
highest occupied orbital energy	-16.438	eV

Each line ends with the Mulliken charge.
CARTESIAN COORDINATES (ANGSTROEM)
C: -0.16939 -0.24716 -0.00618  0.57
H: 2.25708 1.73244 0.18628  0.36
H: -0.51865 -2.20518 -0.18728  0.30
N: 0.46454 0.88765 -0.05648  0.00
N: 0.18214 -1.50206 -0.00020  -0.31
O: 1.88483 0.89339 -0.03706  -0.37
H: -0.03642 1.69229 0.31063  0.35
H: 1.18430 -1.60393 -0.17261  0.31
C: -2.08633 0.02511 0.07600  -0.03
N: -3.16210 0.32746 -0.11310  -0.17

3.
Formula: C2H4N3O
Source: OMol25
Level of theory: ωB97M-V/def2-TZVPD

total charge	+1
highest occupied orbital energy (spin up / spin down)	-13.667 / -13.665	eV

Each line ends with the Mulliken charge.
CARTESIAN COORDINATES (ANGSTROEM)
H: -2.00795 1.15551 -0.37568  0.30
O: -2.61741 -0.32413 0.47990  -0.12
N: -2.06123 0.78554 0.52017  -0.07
N: 2.00059 -0.28823 -0.37565  -0.26
H: -2.92991 -0.68006 1.29953  0.46
C: -0.19760 -1.48675 -0.00063  0.48
H: 2.71150 -1.02154 -0.69505  0.33
H: 1.99831 0.71130 -0.56664  0.33
N: -1.21524 -1.96120 0.36246  -0.46
C: 0.74297 -0.62297 -0.23056  0.01

Tell me which of them is the most stable. Sure, it is 2.

1.
Formula: C3H3Cl2NO
Source: OMol25
Level of theory: ωB97M-V/def2-TZVPD

highest occupied orbital energy	-9.169	eV

Each line ends with the Mulliken charge.
CARTESIAN COORDINATES (ANGSTROEM)
H: -1.65855 -0.35562 1.35217  0.30
H: -1.81130 -0.17908 -0.46460  0.34
C: -1.30862 0.08614 0.43925  -0.07
C: -0.70856 1.45883 0.66574  -0.18
C: 1.82739 -0.23927 -0.51803  0.09
O: 1.16109 -2.45424 -0.82251  -0.57
N: 1.53138 -1.38553 -0.49277  0.45
H: -0.33246 -0.35509 0.16924  -0.28
Cl: 2.41042 1.04547 0.37704  -0.02
Cl: -1.11079 2.37840 -0.70553  -0.07

2.
Formula: C3H3Cl2NO
Source: OMol25
Level of theory: ωB97M-V/def2-TZVPD

highest occupied orbital energy	-10.102	eV

Each line ends with the Mulliken charge.
CARTESIAN COORDINATES (ANGSTROEM)
H: 1.27353 -1.24153 0.83769  0.32
C: 0.87575 0.32224 -0.11658  0.18
H: 2.60316 0.05077 1.02994  0.29
N: -1.58961 0.21294 -0.09560  -0.25
C: 1.65055 -0.31265 0.63634  -0.70
Cl: -3.33810 -0.06260 -0.18227  -0.04
C: -0.60318 -0.48326 -0.55806  0.61
Cl: 1.10891 1.89491 -0.74672  -0.18
H: -1.36832 1.19467 0.18411  0.28
O: -0.61270 -1.57548 -0.98886  -0.50

Tell me which of them is the most stable. Sure, it is 2.